# C15H12Cl2FO4S2

A cluster of 2 separate species, C15H12Cl2FO4S2 in total in a non-equilibrium geometry (ωB97M-V/def2-TZVPD, the OMol25 dataset).

XYZ file:
```
36
Properties=species:S:1:pos:R:3
Cl 3.91 4.35 -0.42
C 2.53 3.34 -0.18
C 1.54 3.25 -1.16
C 0.42 2.44 -0.94
C 0.26 1.73 0.25
S -1.20 0.60 0.49
C -2.70 1.30 1.18
Cl -3.26 2.58 0.24
O -1.55 0.11 -0.81
O -0.79 -0.31 1.56
C 1.28 1.80 1.22
C 2.40 2.62 1.02
H 1.64 3.84 -2.07
H -0.34 2.38 -1.72
H -2.44 1.64 2.19
H 1.21 1.25 2.15
H 3.16 2.72 1.79
F -5.63 3.37 4.04
S -5.27 1.79 4.18
C -5.55 1.23 2.57
C -4.67 0.41 1.89
C -5.19 -0.32 0.72
C -4.86 -1.68 0.49
C -5.48 -2.39 -0.54
C -6.37 -1.74 -1.41
C -6.66 -0.38 -1.22
C -6.08 0.31 -0.15
O -3.87 1.77 4.50
O -6.24 1.28 5.10
H -6.56 1.44 2.22
H -3.80 -0.01 2.39
H -4.14 -2.16 1.15
H -5.26 -3.45 -0.68
H -6.88 -2.29 -2.21
H -7.32 0.17 -1.89
H -6.32 1.36 0.02
```

Output
maximum force = 2.8 eV/Å
highest occupied orbital energy = -4.06 eV
molecular weight = 410.295 g/mol
net charge = -1

=====

# C18H28CrO11

A structure of composition C18H28CrO11 in a non-equilibrium geometry (ωB97M-V/def2-TZVPD, the OMol25 dataset).

XYZ file:
```
58
Properties=species:S:1:pos:R:3
Cr 0.26 -1.20 -1.06
C 2.11 -1.89 -4.48
C 1.39 -1.64 -3.22
O 0.13 -1.77 -3.09
O 2.02 -1.32 -2.16
H 2.17 -2.94 -4.75
H 3.10 -1.43 -4.47
H 1.57 -1.42 -5.32
O 0.41 0.60 -0.93
H 0.27 1.49 -0.61
O 4.42 3.99 -0.16
C 3.36 4.16 0.36
O 2.96 5.38 0.81
C 1.65 5.33 1.37
C 1.04 4.05 0.81
C 2.27 3.17 0.64
H 1.09 6.21 1.05
H 1.71 5.32 2.46
H 0.66 4.25 -0.20
H 0.21 3.64 1.39
H 2.10 2.31 -0.01
H 2.58 2.61 1.55
O -0.85 -1.25 0.81
C -1.65 -0.98 1.66
O -2.20 -1.91 2.42
C -3.13 -1.34 3.36
C -3.46 0.07 2.82
C -2.23 0.37 1.98
H -2.65 -1.25 4.34
H -3.97 -2.01 3.48
H -3.60 0.83 3.58
H -4.36 0.02 2.21
H -1.48 0.89 2.60
H -2.34 0.99 1.10
O 1.65 -1.67 0.35
C 2.55 -2.06 1.06
O 2.38 -3.08 1.87
C 3.63 -3.46 2.50
C 4.64 -2.29 2.25
C 3.95 -1.51 1.13
H 3.97 -4.41 2.10
H 3.41 -3.58 3.56
H 5.57 -2.68 1.87
H 4.65 -1.72 3.17
H 4.42 -1.58 0.15
H 3.83 -0.43 1.30
O -1.86 -0.93 -1.57
C -2.95 -0.79 -2.07
O -3.78 -1.82 -2.20
C -5.07 -1.38 -2.69
C -4.85 0.06 -3.21
C -3.60 0.50 -2.50
H -5.74 -1.40 -1.83
H -5.39 -2.03 -3.50
H -5.70 0.71 -3.03
H -4.70 0.06 -4.29
H -3.71 1.13 -1.62
H -2.87 1.02 -3.13
```

Output
2S+1 = 4
maximum force = 2.5 eV/Å
⟨S²⟩ = 3.78
highest occupied orbital energy (spin up / spin down) = -12.07 / -12.07 eV
molecular weight = 472.407 g/mol
ΔE to the lowest compared entry with this formula, charge and spin = 0.00 kJ/mol
net charge = +1

=====

# C4H7NO

An isolated molecule of C4H7NO (ωB97M-V/def2-TZVPD, the OMol25 dataset).

XYZ file:
```
13
Properties=species:S:1:pos:R:3
O 0.13 -1.97 0.30
C -0.52 -0.72 0.17
C 0.03 0.39 1.11
C 0.64 1.36 0.13
N 0.64 1.02 -1.10
C -0.30 -0.09 -1.24
H 1.01 -1.86 -0.06
H -1.58 -0.92 0.38
H 0.81 -0.03 1.77
H -0.73 0.84 1.76
H 1.01 2.35 0.39
H 0.02 -0.82 -2.00
H -1.21 0.40 -1.60
```

Output
maximum force = 0.7 eV/Å
SMILES = O[C@H]1CC=NC1
highest occupied orbital energy = -9.70 eV
molecular weight = 85.106 g/mol
ΔE to the lowest compared entry with this formula, charge and spin = 136.09 kJ/mol
net charge = 0

=====

# C43H48N5O3

A cluster of 2 separate species, C43H48N5O3 in total in a non-equilibrium geometry (ωB97M-V/def2-TZVPD, the OMol25 dataset).

XYZ file:
```
99
Properties=species:S:1:pos:R:3
C -5.50 -4.22 1.75
C -4.17 -4.10 1.04
C -3.35 -2.99 1.21
C -2.08 -2.91 0.56
C -1.09 -1.90 0.62
C -1.72 -3.99 -0.28
N -0.49 -3.81 -0.92
C 0.57 -3.08 -0.48
N 1.55 -3.16 -1.45
C 2.94 -2.86 -1.37
C 3.67 -3.47 -0.34
C 3.03 -4.37 0.66
C 5.07 -3.39 -0.38
C 5.73 -2.75 -1.43
C 7.22 -2.65 -1.43
C 4.98 -2.27 -2.50
C 3.59 -2.32 -2.50
C 2.87 -1.85 -3.72
C 1.02 -3.86 -2.54
C -0.22 -4.23 -2.23
C -2.53 -5.10 -0.49
C -2.14 -6.28 -1.33
C -3.76 -5.13 0.18
H -5.95 -5.20 1.58
H -5.39 -4.08 2.83
H -6.21 -3.46 1.40
H -3.69 -2.17 1.85
H 0.86 -2.90 0.57
H -0.95 -1.22 -0.22
H -0.64 -1.66 1.58
H 3.74 -4.56 1.47
H 2.13 -3.95 1.12
H 2.76 -5.34 0.22
H 5.64 -3.89 0.41
H 7.55 -2.01 -2.25
H 7.59 -2.22 -0.49
H 7.69 -3.63 -1.54
H 5.50 -1.87 -3.38
H 3.54 -1.19 -4.28
H 2.63 -2.67 -4.41
H 1.95 -1.28 -3.52
H 1.62 -4.15 -3.38
H -0.93 -4.79 -2.81
H -2.78 -7.12 -1.02
H -2.35 -6.13 -2.40
H -1.10 -6.60 -1.20
H -4.39 -6.01 0.02
C 6.02 -0.53 8.87
N 5.45 -0.11 7.61
C 6.00 0.91 6.90
O 7.00 1.55 7.23
C 5.14 1.10 5.65
C 5.94 0.92 4.35
C 7.15 1.83 4.23
C 8.41 1.26 4.02
C 9.54 2.08 3.93
C 9.41 3.47 4.02
C 8.14 4.03 4.23
C 7.01 3.21 4.33
N 4.10 0.09 5.81
C 3.21 -0.16 4.82
C 2.11 -1.02 4.93
C 1.20 -1.42 3.95
C -0.07 -1.94 4.42
C -0.13 -2.79 5.56
C -1.36 -3.26 6.06
N -1.40 -3.84 7.37
O -2.49 -4.29 7.79
O -0.35 -3.87 8.06
C -2.57 -2.99 5.40
C -2.55 -2.11 4.33
C -1.34 -1.53 3.90
C 4.18 -0.61 7.11
C 4.24 -2.14 6.98
C 3.05 -0.20 8.07
H 6.99 -0.04 9.00
H 5.37 -0.26 9.72
H 6.17 -1.62 8.87
H 4.71 2.12 5.68
H 6.27 -0.13 4.29
H 5.26 1.12 3.51
H 8.49 0.17 3.95
H 10.52 1.62 3.79
H 10.30 4.11 3.94
H 8.04 5.11 4.31
H 6.02 3.65 4.49
H 3.33 0.44 3.91
H 1.89 -1.37 5.94
H 1.35 -1.18 2.90
H 0.78 -3.11 6.08
H -3.49 -3.45 5.77
H -3.48 -1.86 3.84
H -1.36 -0.74 3.15
H 5.08 -2.42 6.33
H 4.40 -2.57 7.98
H 3.32 -2.54 6.56
H 3.18 0.85 8.37
H 2.06 -0.31 7.61
H 3.10 -0.83 8.97
```

Output
maximum force = 3.7 eV/Å
highest occupied orbital energy = -7.66 eV
molecular weight = 682.889 g/mol
net charge = +1